Density functional theory data (ωB97M-V/def2-TZVPD) for a 14-piece molecular cluster, C15H17Cl39NO2 overall at a distorted geometry.

Positions of all 74 atoms, in Å:
1 Cl -7.94178 -8.82675 1.66502
2 Cl 0.70216 -2.53650 7.36634
3 Cl -4.51044 2.92248 0.94625
4 Cl -6.08765 -3.95247 1.03371
5 Cl 6.47489 -5.48229 -7.05514
6 Cl -5.73457 3.70526 3.47020
7 Cl 8.74909 -3.66919 -7.00129
8 Cl -0.28007 -4.85751 5.91374
9 Cl 3.21484 3.25849 -2.81670
10 Cl 7.44330 -1.59190 -0.64692
11 Cl 8.62818 -4.13072 -1.42651
12 Cl 1.90981 -3.28138 4.82701
13 Cl 7.05527 -3.80741 -9.36254
14 Cl -7.70801 -1.76872 2.07110
15 Cl -9.12270 -7.82956 -0.79953
16 Cl 1.53718 1.71470 0.89248
17 Cl 6.00462 2.44226 -2.60915
18 Cl -4.53154 7.04209 -4.76414
19 Cl 1.57416 -3.94801 10.89618
20 Cl 6.60090 -0.31954 -4.49741
21 Cl -1.96073 -1.21681 3.83249
22 Cl 4.01629 -0.80464 -3.21164
23 Cl -4.93980 4.18257 -4.44771
24 Cl -5.08399 -1.22490 0.94037
25 Cl -3.97491 8.26755 -1.13186
26 Cl -6.73611 1.38212 2.02521
27 Cl -6.31543 -7.32832 -0.22523
28 Cl -1.13379 1.10185 2.26893
29 Cl 3.86842 0.27076 -0.09673
30 Cl 3.73089 -5.47708 9.68171
31 Cl 1.23030 -0.94297 -0.23954
32 Cl 4.95749 3.40866 -5.14533
33 Cl 1.10286 -6.67981 10.01335
34 Cl 5.47150 -2.99349 -4.43168
35 Cl 8.39243 -3.43941 1.38940
36 Cl -3.50523 5.19616 -6.76573
37 Cl -3.71516 5.88895 0.52839
38 Cl -3.87551 0.87440 3.17117
39 Cl -2.32866 8.33721 1.26631
40 O -1.05330 5.78132 -1.91760
41 O 0.43132 2.47513 -2.56580
42 N -0.87859 2.42986 -2.10209
43 C 7.10203 -3.91900 -7.59701
44 C 5.61964 -1.46012 -3.55871
45 C 0.41240 -3.23533 5.76618
46 C -2.18857 0.52008 3.56115
47 C -1.72882 4.69963 -1.74843
48 C -7.92997 -7.52115 0.47045
49 C 1.98672 -5.18036 9.69522
50 C 4.86195 3.55169 -3.38393
51 C -3.84318 5.43553 -5.04461
52 C -6.01762 2.99583 1.87253
53 C 8.65678 -2.81499 -0.24433
54 C -1.11069 3.40592 -1.02249
55 C 2.13693 0.57291 -0.31547
56 C -6.06032 -2.38188 1.84987
57 C -2.90212 7.33566 -0.07752
58 H -0.19129 3.65082 -0.38478
59 H -5.60924 -2.51394 2.83120
60 H 1.98664 1.01126 -1.30091
61 H -8.19804 -6.59454 0.97388
62 H -0.30160 -2.60432 5.24150
63 H -2.90443 5.36196 -4.49560
64 H -1.92784 1.04617 4.47695
65 H -1.95642 2.98778 -0.36333
66 H -2.03984 7.01931 -0.66253
67 H 6.46769 -3.13545 -7.18727
68 H 5.13413 4.56803 -3.10806
69 H -6.71800 3.63242 1.33638
70 H -2.79764 4.56377 -2.15354
71 H 6.12539 -1.65026 -2.61428
72 H 1.69436 -4.81234 8.71375
73 H 0.92508 3.23913 -2.18813
74 H 9.63794 -2.34660 -0.27720

Calculated values
- HOMO: -2.49 eV
- Molar mass: 1625.97 g mol⁻¹
- LUMO: 1.498 eV
- HOMO-LUMO gap: 4.0 eV
- Net charge: -1

Mulliken population analysis, charges in e, atoms 1 to 5: atom 1 (Cl): -0.125, atom 2 (Cl): -0.120, atom 3 (Cl): 0.035, atom 4 (Cl): -0.103, atom 5 (Cl): -0.126